# 1
Here is 14 unconnected molecules or ions with the total composition C25H79NO14PSSi from the OMol25 dataset. Energies are from the ωB97M-V functional and the def2-TZVPD basis.

Last column: Löwdin spin population.
Element x y z (Å)
C: -2.28 -1.95 1.32  0.006
C: -2.87 -1.19 0.11  0.029
C: -2.20 -1.74 -1.17  0.017
C: -4.39 -1.42 0.15  0.000
C: -5.30 -0.44 -0.62  0.000
P: -5.39 -0.78 -2.40  0.000
S: -6.01 0.70 -3.53  0.000
Si: -7.10 -0.75 0.07  0.000
C: -7.20 -2.48 0.78  0.000
C: -7.50 0.48 1.42  0.000
C: -8.45 -0.65 -1.23  0.000
C: -4.84 0.99 -0.32  0.000
C: -3.35 1.30 -0.39  0.029
C: -2.88 1.56 -1.82  0.017
C: -3.13 2.59 0.42  0.006
N: -2.53 0.25 0.28  0.398
O: -1.28 0.45 0.21  0.491
H: -1.37 -2.49 1.06  0.000
H: -2.03 -1.25 2.12  0.000
H: -2.99 -2.68 1.71  0.000
H: -1.15 -1.90 -0.99  0.002
H: -2.65 -2.70 -1.41  0.001
H: -2.28 -1.06 -2.02  0.000
H: -4.69 -1.37 1.20  0.001
H: -4.56 -2.45 -0.17  0.000
H: -4.15 -1.25 -2.83  0.000
H: -6.19 -1.93 -2.51  0.000
H: -6.65 -2.60 1.72  0.000
H: -6.89 -3.25 0.07  0.000
H: -8.25 -2.65 1.01  0.000
H: -8.58 0.47 1.60  0.000
H: -6.99 0.25 2.35  0.000
H: -7.23 1.49 1.13  0.000
H: -8.40 0.27 -1.80  0.000
H: -9.40 -0.68 -0.68  0.000
H: -8.45 -1.51 -1.89  0.000
H: -5.16 1.21 0.70  0.001
H: -5.35 1.71 -0.96  0.000
H: -3.15 0.79 -2.53  0.000
H: -3.37 2.47 -2.16  0.001
H: -1.80 1.75 -1.84  0.002
H: -2.11 2.94 0.27  0.000
H: -3.26 2.38 1.48  0.000
H: -3.83 3.35 0.10  0.000
C: 2.61 0.84 -0.61  0.000
O: 1.52 -0.03 -0.32  0.001
H: 3.49 0.23 -0.78  0.000
H: 2.42 1.45 -1.50  0.000
H: 2.79 1.51 0.24  0.000
H: 0.74 0.52 -0.17  -0.001
C: 3.78 1.70 3.25  0.000
O: 2.52 1.02 3.35  0.000
H: 4.13 1.90 4.26  0.000
H: 4.52 1.07 2.74  0.000
H: 3.66 2.63 2.71  0.000
H: 2.23 0.81 2.45  0.000
C: 2.94 0.57 7.12  0.000
O: 2.78 1.98 7.07  0.000
H: 2.98 0.28 8.17  0.000
H: 2.10 0.07 6.64  0.000
H: 3.88 0.26 6.63  0.000
H: 2.73 2.23 6.14  0.000
C: -6.75 -0.19 -7.77  0.000
O: -6.82 0.96 -6.94  0.000
H: -6.81 0.16 -8.80  0.000
H: -5.82 -0.73 -7.63  0.000
H: -7.59 -0.87 -7.58  0.000
H: -6.77 0.66 -6.02  0.000
C: -5.03 -4.09 -7.70  0.000
O: -5.07 -2.98 -6.82  0.000
H: -5.09 -3.70 -8.71  0.000
H: -4.09 -4.65 -7.61  0.000
H: -5.87 -4.77 -7.54  0.000
H: -5.02 -3.32 -5.92  0.000
C: 7.25 3.97 2.87  0.000
O: 6.57 2.81 3.34  0.000
H: 7.45 3.82 1.81  0.000
H: 6.64 4.86 3.01  0.000
H: 8.21 4.11 3.39  0.000
H: 6.39 2.94 4.27  0.000
C: 0.31 -2.29 4.39  0.000
O: 0.52 -1.11 5.16  0.000
H: -0.28 -2.97 5.00  0.000
H: -0.23 -2.09 3.47  0.000
H: 1.26 -2.78 4.14  0.000
H: 1.05 -0.50 4.63  0.000
C: 9.05 0.05 3.95  0.000
O: 8.13 0.48 4.95  0.000
H: 9.82 -0.52 4.46  0.000
H: 8.56 -0.59 3.21  0.000
H: 9.51 0.90 3.44  0.000
H: 7.44 0.99 4.51  0.000
C: 1.97 -1.69 -3.35  0.000
O: 1.34 -2.84 -2.78  0.000
H: 2.15 -1.89 -4.40  0.000
H: 1.32 -0.82 -3.25  0.000
H: 2.92 -1.50 -2.84  0.000
H: 1.19 -2.65 -1.85  0.000
C: 1.46 4.42 1.43  0.000
O: 2.76 3.93 1.11  0.000
H: 1.02 3.73 2.14  0.000
H: 1.51 5.41 1.89  0.000
H: 0.82 4.47 0.55  0.000
H: 3.16 4.54 0.48  0.000
C: 4.15 -1.29 -7.32  0.000
O: 3.24 -0.83 -6.32  0.000
H: 4.96 -1.80 -6.81  0.000
H: 3.67 -2.00 -8.01  0.000
H: 4.57 -0.46 -7.90  0.000
H: 2.52 -0.38 -6.77  0.000
C: 8.27 2.63 7.90  0.000
O: 7.33 1.74 7.32  0.000
H: 7.73 3.27 8.59  0.000
H: 9.04 2.09 8.46  0.000
H: 8.75 3.25 7.14  0.000
H: 7.80 1.16 6.71  0.000
C: 6.20 -2.92 -2.79  0.000
O: 5.60 -1.63 -2.90  0.000
H: 6.86 -2.89 -1.93  0.000
H: 5.44 -3.69 -2.64  0.000
H: 6.79 -3.16 -3.68  0.000
H: 5.01 -1.64 -3.66  0.000

Calculated values
* HOMO (spin up / spin down): -8.8 / -9.0 eV
* DFT total energy: -3136.8142 Ha
* lowest unoccupied orbital energy (spin up / spin down): 0.227 / -0.120 eV
* multiplicity: 2
* molar mass: 709.03 g mol⁻¹
* HOMO-LUMO gap (spin up / spin down): 9.0699 / 8.8414 eV

=====

# 2
Here is 2 unconnected molecules or ions with the total composition C4H11NOS2 from the OMol25 dataset. Energies are from the ωB97M-V functional and the def2-TZVPD basis.

Last column: Löwdin spin population.
Element x y z (Å)
N: -2.32 0.70 -0.82  -0.004
C: -0.91 0.37 -0.35  0.008
C: -0.12 1.77 -0.27  0.002
O: 0.24 2.10 1.02  0.032
C: -0.32 -0.48 -1.34  0.040
S: 2.19 0.33 2.50  0.580
S: 1.09 -1.30 2.42  0.278
C: 1.37 -2.00 0.76  0.023
H: -2.98 0.11 -0.31  0.000
H: -2.31 0.36 -1.78  0.000
H: -0.85 0.05 0.70  0.006
H: 0.73 1.72 -0.96  0.000
H: -0.76 2.54 -0.68  0.002
H: 1.02 1.57 1.30  0.020
H: 0.62 -0.18 -1.80  0.002
H: -0.90 -1.22 -1.88  0.002
H: 0.97 -1.25 0.08  0.005
H: 0.81 -2.94 0.72  -0.001
H: 2.42 -2.26 0.70  0.004

Calculated values
* HOMO (spin up / spin down): -12.7 / -13.1 eV
* energy relative to the best compared isomer or geometry (same formula, charge and spin): 3.754 eV
* DFT total energy: -1084.9507 Ha
* lowest unoccupied orbital energy (spin up / spin down): -7.704 / -7.545 eV
* net charge: +1
* multiplicity: 2
* molar mass: 153.27 g mol⁻¹
* HOMO-LUMO gap (spin up / spin down): 4.9784 / 5.5799 eV

=====

# 3
Here is a single CH4OS2 molecule from the OMol25 dataset. Energies are from the ωB97M-V functional and the def2-TZVPD basis.

Last column: natural (NBO) charge in e.
Element x y z (Å)
C: 0.82 -0.48 -0.28  -0.083
O: 0.72 -0.32 -1.62  -0.663
S: -1.51 1.18 0.59  -0.186
S: 0.44 0.97 1.09  -0.048
H: 0.02 -1.13 0.21  0.172
H: -0.15 -0.11 -1.77  0.473
H: 1.79 -0.80 -0.04  0.184
H: -2.12 0.69 1.81  0.150

Calculated values
* SMILES string: OCSS
* HOMO: -8.8 eV
* energy relative to the best compared isomer or geometry (same formula, charge and spin): 0.519 eV
* DFT total energy: -912.0725 Ha
* lowest unoccupied orbital energy: 0.458 eV
* molar mass: 96.18 g mol⁻¹
* HOMO-LUMO gap: 9.2666 eV

=====

# 4
Here is a molecular structure, C15H38N13O3PrS2 from the OMol25 dataset. Energies are from the ωB97M-V functional and the def2-TZVPD basis.

Last column: Löwdin spin population.
Element x y z (Å)
Pr: -0.18 -0.33 0.45  2.028
N: 2.35 -0.14 1.12  -0.004
C: 2.83 1.08 1.79  0.000
C: 1.83 1.51 2.85  0.000
N: 0.46 1.69 2.32  -0.003
C: 0.40 2.93 1.53  0.000
C: -0.95 3.18 0.86  0.000
N: -1.52 1.96 0.22  -0.003
C: -0.46 1.75 3.48  0.000
C: -1.06 0.39 3.77  0.000
N: -1.88 -0.01 2.60  -0.002
H: 2.41 -0.91 1.78  0.000
H: 2.99 -0.40 0.38  0.000
H: 2.98 1.86 1.04  0.000
H: 3.79 0.93 2.28  0.000
H: 2.18 2.43 3.32  0.000
H: 1.79 0.74 3.62  0.000
H: 1.17 2.86 0.76  0.000
H: 0.62 3.80 2.15  0.000
H: -0.80 3.95 0.11  0.000
H: -1.66 3.58 1.58  0.000
H: -2.36 1.69 0.70  0.000
H: -1.81 2.19 -0.72  0.000
H: -1.28 2.44 3.27  0.000
H: 0.05 2.13 4.37  0.000
H: -1.64 0.43 4.69  0.000
H: -0.28 -0.36 3.90  0.000
H: -2.72 0.56 2.62  0.000
H: -2.21 -0.97 2.75  0.000
N: -4.30 0.01 0.20  0.000
N: -4.43 -1.30 0.68  0.000
C: -3.46 -2.22 0.49  0.000
N: -3.75 -3.48 0.76  0.000
N: -2.27 -1.76 0.02  -0.001
N: -1.32 -2.62 -0.38  0.001
O: -1.42 -3.83 -0.40  0.000
O: -0.35 -2.04 -0.90  -0.005
H: -4.97 0.57 0.71  0.000
H: -4.56 0.04 -0.78  0.000
H: -5.36 -1.66 0.82  0.000
H: -4.65 -3.75 1.12  0.000
H: -3.03 -4.17 0.63  0.000
C: 1.98 -5.75 1.65  0.000
O: 1.03 -4.77 2.10  0.000
C: 1.01 -3.58 1.56  0.000
S: 1.98 -3.08 0.31  -0.001
S: -0.22 -2.55 2.20  -0.008
H: 1.98 -6.53 2.41  0.000
H: 2.97 -5.30 1.56  0.000
H: 1.67 -6.16 0.69  0.000
C: 1.96 1.43 -1.95  0.000
N: 2.44 1.83 -3.25  0.000
C: 1.41 2.63 -3.92  0.000
N: 0.17 1.86 -4.07  0.000
C: -0.30 1.47 -2.77  0.000
N: 0.69 0.63 -2.02  -0.003
C: 0.99 -0.55 -2.91  0.000
N: 1.47 -0.16 -4.21  0.000
C: 2.69 0.63 -4.06  0.000
C: 0.46 0.66 -4.87  0.000
H: 1.77 2.32 -1.35  0.000
H: 2.72 0.82 -1.47  0.000
H: 1.77 2.93 -4.90  0.000
H: 1.20 3.53 -3.34  0.000
H: -1.23 0.90 -2.86  0.000
H: -0.47 2.39 -2.19  0.000
H: 0.08 -1.13 -3.04  0.000
H: 1.74 -1.18 -2.42  0.000
H: 3.05 0.94 -5.04  0.000
H: 3.46 0.02 -3.58  0.000
H: -0.46 0.08 -4.99  0.000
H: 0.81 0.96 -5.85  0.000

Calculated values
* HOMO (spin up / spin down): -13.2 / -13.2 eV
* energy relative to the best compared isomer or geometry (same formula, charge and spin): 0.864 eV
* DFT total energy: -2844.7926 Ha
* lowest unoccupied orbital energy (spin up / spin down): -6.315 / -6.301 eV
* net charge: +2
* multiplicity: 3
* molar mass: 653.60 g mol⁻¹
* HOMO-LUMO gap (spin up / spin down): 6.8796 / 6.9217 eV

=====

# 5
Here is a gas-phase ion, C4HBrIO3 (charge -1) from the OMol25 dataset. Energies are from the ωB97M-V functional and the def2-TZVPD basis.

Last column: natural (NBO) charge in e.
Element x y z (Å)
C: -0.30 0.50 1.11  -0.054
C: -1.03 0.73 2.07  -0.210
C: 0.63 0.57 -0.04  0.628
C: -0.04 -0.99 -1.73  0.648
O: -0.35 -2.08 -2.16  -0.613
O: 0.65 1.58 -0.75  -0.633
O: 0.62 -0.81 -0.62  -0.533
Br: -2.44 0.29 3.06  0.152
I: 2.90 0.28 1.06  -0.487
H: -0.63 -0.08 -2.01  0.100

Calculated values
* SMILES string: O=CO[C@]([O-])(I)C#CBr
* HOMO: -4.7 eV
* energy relative to the best compared isomer or geometry (same formula, charge and spin): 1.207 eV
* DFT total energy: -3250.4438 Ha
* lowest unoccupied orbital energy: 2.587 eV
* net charge: -1
* molar mass: 303.86 g mol⁻¹
* HOMO-LUMO gap: 7.3362 eV

=====

# 6
Here is 2 unconnected molecules or ions with the total composition C3H10NOS from the OMol25 dataset. Energies are from the ωB97M-V functional and the def2-TZVPD basis.

Last column: natural (NBO) charge in e.
Element x y z (Å)
C: -0.62 2.10 -1.06  -0.613
C: -0.43 0.46 -0.72  -0.509
S: -1.16 -0.58 -2.05  -0.100
H: 0.31 2.54 -1.44  0.203
H: -1.36 2.22 -1.78  0.188
H: -1.00 2.51 -0.14  0.204
H: -1.25 0.25 -0.03  0.187
H: 0.52 0.17 -0.26  0.307
H: -0.39 -0.17 -3.04  0.091
N: 0.05 -1.07 2.33  -0.956
C: 1.59 -0.66 2.18  0.181
O: 1.88 0.16 1.25  -0.907
H: -0.60 -0.44 2.06  0.324
H: -0.11 -1.24 3.35  0.308
H: 2.15 -1.56 2.26  0.066
H: 1.63 -0.16 3.15  0.026

Calculated values
* HOMO: -2.5 eV
* energy relative to the best compared isomer or geometry (same formula, charge and spin): 2.942 eV
* DFT total energy: -648.4234 Ha
* lowest unoccupied orbital energy: 3.316 eV
* net charge: -1
* molar mass: 108.19 g mol⁻¹
* HOMO-LUMO gap: 5.8021 eV

=====

# 7
Here is 4 unconnected molecules or ions with the total composition C21H42BFNO13 from the OMol25 dataset. Energies are from the ωB97M-V functional and the def2-TZVPD basis.

Last column: Löwdin spin population.
Element x y z (Å)
C: 0.63 -1.95 1.86  -0.001
C: -0.56 -1.43 0.94  0.026
C: 0.07 -1.42 -0.52  0.002
C: -1.69 -2.50 1.06  0.017
C: -3.02 -2.00 0.42  0.001
F: -2.95 -2.23 -0.96  0.000
O: -4.03 -2.89 0.90  0.001
B: -5.29 -2.64 0.28  0.000
O: -6.21 -1.87 1.03  0.001
O: -5.70 -3.10 -0.99  0.000
C: -3.36 -0.52 0.76  0.016
C: -2.14 0.46 0.84  0.026
C: -1.89 1.18 -0.54  0.003
C: -2.60 1.64 1.81  -0.002
N: -0.91 -0.10 1.44  0.347
O: -0.91 -0.05 2.73  0.557
H: 0.22 -2.32 2.82  0.000
H: 1.11 -2.82 1.35  0.000
H: 1.35 -1.12 1.99  0.000
H: -0.70 -1.39 -1.32  0.000
H: 0.59 -2.40 -0.63  0.000
H: 0.83 -0.62 -0.63  0.001
H: -1.39 -3.51 0.69  0.001
H: -1.89 -2.64 2.15  0.002
H: -5.97 -1.97 1.96  0.000
H: -5.65 -2.32 -1.56  0.000
H: -4.08 -0.07 0.05  0.001
H: -3.87 -0.54 1.75  0.001
H: -2.85 1.65 -0.85  0.000
H: -1.61 0.48 -1.35  0.000
H: -1.16 2.01 -0.38  0.001
H: -3.38 2.22 1.26  0.000
H: -3.12 1.20 2.68  0.000
H: -1.76 2.27 2.13  0.000
C: 6.31 -5.90 -0.48  0.000
C: 5.16 -5.29 0.29  0.000
O: 5.00 -3.90 0.01  0.000
C: 4.45 -3.61 -1.17  0.000
O: 4.07 -4.41 -1.99  0.000
O: 4.41 -2.28 -1.30  0.000
C: 3.93 -1.84 -2.57  0.000
H: 7.23 -5.34 -0.30  0.000
H: 6.47 -6.94 -0.19  0.000
H: 6.13 -5.87 -1.55  0.000
H: 5.36 -5.36 1.36  0.000
H: 4.22 -5.83 0.11  0.000
H: 2.96 -2.28 -2.80  0.000
H: 4.65 -2.08 -3.34  0.000
H: 3.82 -0.76 -2.52  0.000
C: -7.02 3.96 -5.22  0.000
C: -6.68 3.70 -3.77  0.000
O: -5.27 3.53 -3.58  0.000
C: -4.54 4.64 -3.61  0.000
O: -4.96 5.76 -3.78  0.000
O: -3.26 4.31 -3.45  0.000
C: -2.36 5.41 -3.58  0.000
H: -6.61 3.17 -5.85  0.000
H: -8.10 4.01 -5.36  0.000
H: -6.59 4.90 -5.56  0.000
H: -7.15 2.77 -3.45  0.000
H: -7.06 4.49 -3.12  0.000
H: -2.63 6.22 -2.90  0.000
H: -2.34 5.76 -4.61  0.000
H: -1.37 5.05 -3.31  0.000
C: 5.41 2.21 5.87  0.000
C: 5.89 2.96 4.64  0.000
O: 6.10 2.08 3.53  0.000
C: 4.99 1.65 2.92  0.000
O: 3.86 1.95 3.21  0.000
O: 5.35 0.82 1.94  0.000
C: 4.24 0.21 1.27  0.000
H: 6.09 1.40 6.11  0.000
H: 5.33 2.89 6.72  0.000
H: 4.43 1.77 5.70  0.000
H: 6.85 3.42 4.85  0.000
H: 5.20 3.76 4.36  0.000
H: 3.54 0.96 0.90  0.000
H: 3.74 -0.48 1.94  0.000
H: 4.64 -0.34 0.42  0.000

Calculated values
* HOMO (spin up / spin down): -8.9 / -9.8 eV
* DFT total energy: -1983.0490 Ha
* lowest unoccupied orbital energy (spin up / spin down): 0.322 / -0.025 eV
* multiplicity: 2
* molar mass: 546.37 g mol⁻¹
* HOMO-LUMO gap (spin up / spin down): 9.1923 / 9.7542 eV

=====

# 8
Here is 8 unconnected molecules or ions with the total composition C8H32N8O8 from the OMol25 dataset. Energies are from the ωB97M-V functional and the def2-TZVPD basis.

Last column: natural (NBO) charge in e.
Element x y z (Å)
C: -0.14 -1.58 4.79  -0.255
O: -0.96 -2.64 4.26  -0.752
H: -0.65 -1.29 5.71  0.167
H: 0.80 -2.08 5.03  0.178
H: -0.03 -0.73 4.12  0.166
H: -1.53 -2.31 3.54  0.483
C: -2.90 -0.13 3.39  -0.260
O: -2.27 -0.93 2.41  -0.760
H: -2.23 0.69 3.64  0.192
H: -3.85 0.25 3.01  0.176
H: -3.12 -0.62 4.35  0.184
H: -2.90 -1.37 1.83  0.491
C: -4.99 1.90 -0.52  -0.242
O: -6.26 2.35 -0.12  -0.721
H: -4.18 2.58 -0.22  0.165
H: -4.77 0.94 -0.03  0.143
H: -4.95 1.78 -1.60  0.189
H: -6.53 1.96 0.72  0.467
C: -0.52 0.60 -4.99  -0.250
O: -1.40 1.52 -4.39  -0.737
H: -1.05 -0.34 -5.16  0.167
H: -0.13 0.90 -5.97  0.161
H: 0.37 0.39 -4.39  0.186
H: -0.90 2.21 -3.96  0.476
C: 3.36 0.56 2.72  0.773
O: 3.50 0.77 1.51  -0.695
N: 3.34 1.61 3.61  -0.848
N: 3.36 -0.67 3.27  -0.831
H: 3.66 2.48 3.21  0.419
H: 3.24 1.40 4.58  0.386
H: 3.38 -1.55 2.79  0.423
H: 3.28 -0.69 4.27  0.378
C: 0.03 -3.61 -3.27  0.770
O: 1.12 -3.87 -2.78  -0.646
N: -0.74 -4.46 -4.01  -0.846
N: -0.53 -2.37 -3.09  -0.852
H: -1.63 -4.14 -4.32  0.382
H: -0.50 -5.44 -4.03  0.410
H: -0.20 -1.85 -2.29  0.411
H: -1.48 -2.16 -3.31  0.370
C: -0.10 0.58 -0.42  0.775
O: 0.77 0.74 -1.27  -0.675
N: 0.11 0.12 0.85  -0.864
N: -1.42 0.47 -0.80  -0.878
H: 1.09 0.01 1.08  0.420
H: -0.65 -0.25 1.38  0.412
H: -1.64 0.44 -1.78  0.417
H: -2.12 0.57 -0.08  0.378
C: 4.61 2.15 -2.16  0.763
O: 4.83 2.25 -3.38  -0.697
N: 5.33 2.86 -1.26  -0.849
N: 3.63 1.37 -1.64  -0.839
H: 5.09 2.72 -0.29  0.384
H: 5.97 3.56 -1.57  0.405
H: 2.99 0.98 -2.30  0.416
H: 3.39 1.34 -0.67  0.413

Calculated values
* SMILES string: NC(N)=O.NC(N)=O.NC(N)=O.NC(N)=O.CO.CO.CO.CO
* HOMO: -8.7 eV
* energy relative to the best compared isomer or geometry (same formula, charge and spin): 1.000 eV
* DFT total energy: -1364.0467 Ha
* lowest unoccupied orbital energy: -0.260 eV
* molar mass: 368.39 g mol⁻¹
* HOMO-LUMO gap: 8.4885 eV